{"formula": "C26H62O14S10Tl", "method": "ωB97M-V/def2-TZVPD", "e_lumo_ev": -8.63, "de_lowest_kcal_mol": 116.48, "homo_lumo_gap_ev": 2.01, "total_charge": 1, "homo_energy_ev": -10.6410, "symbols": ["Tl", "C", "C", "C", "O", "C", "C", "C", "O", "O", "O", "H", "H", "C", "S", "O", "C", "H", "H", "H", "H", "H", "H", "C", "S", "O", "C", "H", "H", "H", "H", "H", "H", "C", "S", "O", "C", "H", "H", "H", "H", "H", "H", "C", "S", "O", "C", "H", "H", "H", "H", "H", "H", "C", "S", "O", "C", "H", "H", "H", "H", "H", "H", "C", "S", "O", "C", "H", "H", "H", "H", "H", "H", "C", "S", "O", "C", "H", "H", "H", "H", "H", "H", "C", "S", "O", "C", "H", "H", "H", "H", "H", "H", "C", "S", "O", "C", "H", "H", "H", "H", "H", "H", "C", "S", "O", "C", "H", "H", "H", "H", "H", "H"], "coordinates": [[21.938, -4.338, -2.850], [23.665, -3.651, -7.669], [23.387, -3.622, -6.234], [23.512, -2.156, -5.581], [23.124, -1.958, -4.395], [24.111, -1.037, -6.411], [24.446, -1.275, -7.714], [24.115, -2.577, -8.398], [24.254, -2.833, -9.644], [25.059, -0.299, -8.334], [23.018, -4.601, -5.547], [23.530, -4.620, -8.126], [24.317, -0.094, -5.926], [26.438, -2.091, -3.237], [25.560, -2.228, -1.652], [24.176, -2.809, -1.918], [26.500, -3.595, -0.859], [26.219, -2.939, -3.886], [27.516, -1.973, -3.127], [26.043, -1.218, -3.756], [26.478, -4.512, -1.449], [25.910, -3.915, 0.000], [27.527, -3.321, -0.619], [20.574, -9.221, -7.851], [21.307, -7.819, -8.860], [20.255, -7.542, -9.948], [21.077, -6.635, -7.448], [20.243, -10.015, -8.519], [19.697, -8.795, -7.363], [21.247, -9.569, -7.067], [21.700, -5.744, -7.531], [21.185, -7.128, -6.482], [20.035, -6.350, -7.594], [21.783, 1.529, -5.337], [20.705, 1.680, -6.811], [19.326, 1.161, -6.423], [20.558, 3.546, -6.723], [21.530, 2.097, -4.442], [22.810, 1.719, -5.647], [21.775, 0.475, -5.057], [19.910, 3.977, -7.485], [21.575, 3.929, -6.808], [20.117, 3.860, -5.777], [25.083, -8.644, -8.038], [25.676, -6.924, -7.983], [27.120, -7.029, -8.510], [24.863, -6.328, -9.524], [24.004, -8.771, -8.126], [25.444, -9.099, -7.116], [25.543, -9.257, -8.814], [25.001, -5.254, -9.652], [23.799, -6.567, -9.527], [25.176, -6.793, -10.458], [20.694, -1.107, -9.541], [19.693, -2.469, -10.419], [20.115, -2.333, -11.834], [20.733, -3.833, -9.681], [21.759, -1.318, -9.437], [20.337, -1.048, -8.512], [20.649, -0.104, -9.966], [21.779, -3.785, -9.985], [20.261, -4.745, -10.045], [20.598, -3.762, -8.601], [27.680, 1.325, -10.725], [28.665, 2.839, -10.239], [29.774, 3.102, -11.240], [27.395, 4.127, -10.637], [27.304, 0.747, -9.882], [28.390, 0.735, -11.305], [26.881, 1.434, -11.458], [26.511, 3.781, -10.101], [27.398, 4.288, -11.715], [27.806, 5.035, -10.196], [27.582, 0.317, -5.783], [29.036, 1.377, -6.214], [29.593, 1.864, -4.885], [30.171, 0.110, -6.910], [27.761, -0.509, -5.094], [27.378, -0.096, -6.771], [26.754, 0.859, -5.328], [29.852, -0.287, -7.873], [30.241, -0.718, -6.204], [31.157, 0.537, -7.094], [27.121, -3.715, -6.945], [28.873, -3.550, -6.403], [28.864, -3.427, -4.903], [29.449, -5.247, -6.890], [26.519, -2.877, -6.594], [26.725, -4.685, -6.643], [27.144, -3.813, -8.030], [30.488, -5.478, -6.653], [29.236, -5.539, -7.918], [28.830, -6.020, -6.436], [27.188, -3.549, -11.796], [28.515, -3.846, -10.572], [29.861, -3.904, -11.309], [28.513, -2.131, -9.808], [27.494, -2.725, -12.441], [26.232, -3.367, -11.307], [27.208, -4.518, -12.297], [27.488, -1.856, -9.560], [28.914, -1.331, -10.431], [29.097, -2.125, -8.887], [24.271, 1.475, -2.567], [24.382, 1.237, -0.719], [24.054, 2.585, -0.113], [22.798, 0.248, -0.809], [23.438, 2.155, -2.742], [24.274, 0.543, -3.132], [25.226, 1.956, -2.780], [22.948, -0.583, -1.497], [21.943, 0.824, -1.161], [22.632, -0.195, 0.173]]}

{"formula": "C26H63AlOPS", "method": "ωB97M-V/def2-TZVPD", "e_lumo_ev": 2.41, "homo_lumo_gap_ev": 6.80, "total_charge": -1, "homo_energy_ev": -4.3873, "symbols": ["O", "C", "C", "Al", "P", "S", "H", "H", "H", "H", "H", "H", "H", "C", "C", "C", "C", "C", "C", "H", "H", "H", "H", "H", "H", "H", "H", "H", "H", "H", "H", "H", "H", "C", "C", "C", "C", "C", "C", "H", "H", "H", "H", "H", "H", "H", "H", "H", "H", "H", "H", "H", "H", "C", "C", "C", "C", "C", "C", "H", "H", "H", "H", "H", "H", "H", "H", "H", "H", "H", "H", "H", "H", "C", "C", "C", "C", "C", "C", "H", "H", "H", "H", "H", "H", "H", "H", "H", "H", "H", "H", "H", "H"], "coordinates": [[3.513, 1.044, 1.872], [3.533, 1.126, 0.662], [2.393, 0.937, -0.246], [0.751, 2.051, 0.191], [-1.040, 0.466, 0.480], [-0.543, -0.993, 1.744], [4.499, 1.373, 0.173], [2.715, 1.162, -1.259], [2.095, -0.108, -0.184], [0.305, 2.930, -1.102], [0.897, 2.965, 1.496], [-1.427, -0.052, -0.777], [-2.228, 1.106, 0.901], [-3.637, -2.598, 0.294], [-5.158, -2.487, 0.308], [-5.643, -1.054, 0.511], [-5.193, -0.416, 1.827], [-5.605, -1.180, 3.082], [-7.117, -1.312, 3.251], [-3.193, -2.275, 1.234], [-3.315, -3.628, 0.124], [-3.209, -1.981, -0.498], [-5.568, -3.137, 1.088], [-5.560, -2.861, -0.640], [-6.736, -1.027, 0.438], [-5.271, -0.437, -0.313], [-5.602, 0.599, 1.879], [-4.106, -0.304, 1.824], [-5.191, -0.665, 3.952], [-5.150, -2.174, 3.078], [-7.589, -0.328, 3.291], [-7.363, -1.838, 4.175], [-7.568, -1.867, 2.427], [3.705, 2.861, 4.632], [4.873, 3.765, 4.252], [6.231, 3.073, 4.347], [6.605, 2.583, 5.747], [6.614, 3.665, 6.825], [7.621, 4.781, 6.561], [3.765, 2.535, 5.674], [2.755, 3.381, 4.505], [3.687, 1.980, 3.993], [4.866, 4.669, 4.872], [4.733, 4.103, 3.222], [7.007, 3.751, 3.977], [6.231, 2.215, 3.669], [7.598, 2.121, 5.702], [5.917, 1.789, 6.048], [6.844, 3.198, 7.787], [5.614, 4.093, 6.928], [8.634, 4.380, 6.485], [7.612, 5.516, 7.369], [7.399, 5.310, 5.634], [-7.347, -4.760, -2.288], [-6.149, -5.637, -1.934], [-5.058, -5.639, -3.002], [-5.493, -6.177, -4.367], [-6.055, -7.597, -4.347], [-5.057, -8.641, -3.854], [-7.853, -5.103, -3.192], [-8.080, -4.763, -1.480], [-7.033, -3.727, -2.449], [-6.489, -6.659, -1.738], [-5.713, -5.278, -0.999], [-4.204, -6.214, -2.636], [-4.692, -4.616, -3.134], [-4.631, -6.147, -5.041], [-6.238, -5.507, -4.804], [-6.375, -7.859, -5.359], [-6.955, -7.633, -3.727], [-4.161, -8.646, -4.478], [-5.490, -9.642, -3.885], [-4.747, -8.449, -2.826], [4.459, 4.574, -1.607], [4.796, 3.321, -2.408], [5.722, 3.581, -3.595], [5.154, 4.528, -4.653], [3.812, 4.096, -5.242], [3.868, 2.751, -5.961], [3.931, 5.312, -2.213], [3.816, 4.329, -0.761], [5.366, 5.041, -1.216], [3.871, 2.849, -2.748], [5.276, 2.596, -1.745], [5.979, 2.625, -4.061], [6.665, 3.998, -3.226], [5.885, 4.624, -5.463], [5.046, 5.529, -4.225], [3.479, 4.864, -5.946], [3.055, 4.056, -4.456], [4.598, 2.774, -6.774], [2.898, 2.498, -6.389], [4.146, 1.944, -5.283]]}

{"formula": "C26H63B2I2N5O11P", "method": "ωB97M-V/def2-TZVPD", "e_lumo_ev": 2.09, "homo_lumo_gap_ev": 6.78, "total_charge": -1, "homo_energy_ev": -4.6861, "symbols": ["C", "C", "C", "C", "O", "P", "C", "N", "C", "C", "O", "N", "C", "C", "O", "C", "C", "I", "C", "C", "I", "C", "B", "N", "O", "B", "O", "O", "O", "H", "H", "H", "H", "H", "H", "H", "H", "H", "H", "H", "H", "H", "H", "H", "H", "H", "H", "H", "H", "H", "H", "H", "H", "H", "H", "H", "H", "H", "H", "H", "H", "H", "C", "O", "C", "C", "N", "C", "C", "O", "C", "H", "H", "H", "H", "H", "H", "H", "H", "H", "H", "H", "H", "H", "H", "H", "C", "O", "C", "C", "N", "C", "C", "O", "C", "H", "H", "H", "H", "H", "H", "H", "H", "H", "H", "H", "H", "H", "H", "H"], "coordinates": [[6.435, 4.352, 1.232], [4.950, 4.707, 1.069], [4.205, 3.621, 0.268], [3.200, 2.796, 1.101], [3.763, 1.612, 1.542], [2.934, 0.115, 1.217], [3.016, 0.349, -0.697], [4.380, 0.676, -1.222], [1.880, -1.532, 1.050], [0.707, -1.585, 1.954], [0.546, -2.416, 2.854], [-0.347, -0.595, 1.707], [-1.643, -1.244, 1.510], [-0.412, 0.291, 2.870], [4.453, -0.710, 1.099], [5.176, -0.733, 2.270], [6.378, -1.673, 2.155], [7.733, -1.353, 3.799], [6.205, -3.185, 1.979], [7.564, -3.872, 1.717], [4.944, -3.705, 0.330], [4.188, -0.714, 3.488], [4.510, 0.306, 4.709], [5.381, 0.024, 5.839], [3.877, 1.533, 4.728], [3.660, -2.084, 4.088], [3.357, -2.168, 5.438], [3.433, -3.216, 3.312], [2.961, -0.187, 2.942], [7.030, 5.212, 1.529], [6.516, 3.548, 1.958], [6.811, 3.996, 0.278], [4.899, 5.638, 0.505], [4.485, 4.844, 2.040], [3.664, 4.070, -0.567], [4.911, 2.906, -0.141], [2.290, 2.659, 0.508], [2.908, 3.404, 1.966], [1.680, 0.773, 1.359], [2.711, -0.580, -1.169], [2.331, 1.132, -1.014], [4.682, -0.092, -1.805], [4.315, 1.467, -1.851], [2.490, -2.414, 1.195], [1.465, -1.587, 0.040], [-1.536, -2.299, 1.281], [-2.271, -1.125, 2.395], [-2.186, -0.773, 0.688], [-1.180, 1.048, 2.715], [-0.684, -0.279, 3.766], [0.535, 0.791, 3.035], [5.664, 0.255, 2.337], [6.932, -1.329, 1.286], [5.832, -3.613, 2.900], [8.040, -4.162, 2.648], [7.426, -4.746, 1.092], [8.245, -3.201, 1.198], [4.895, 0.239, 6.703], [5.653, -0.946, 5.910], [3.768, 1.786, 5.645], [3.220, -3.079, 5.694], [3.795, -4.007, 3.710], [-3.120, 6.119, -0.178], [-3.915, 5.043, 0.276], [-5.084, 4.814, -0.499], [-5.014, 3.467, -1.184], [-4.002, 3.468, -2.232], [-3.731, 2.150, -2.802], [-3.084, 1.109, -1.898], [-1.763, 1.423, -1.514], [-1.637, 2.202, -0.336], [-2.304, 6.243, 0.531], [-2.694, 5.918, -1.168], [-3.697, 7.048, -0.217], [-5.235, 5.613, -1.230], [-5.937, 4.819, 0.187], [-5.987, 3.243, -1.633], [-4.812, 2.711, -0.413], [-3.140, 3.837, -1.851], [-3.066, 2.299, -3.657], [-4.666, 1.738, -3.194], [-3.016, 0.182, -2.474], [-3.700, 0.880, -1.019], [-2.451, 2.005, 0.368], [-1.600, 3.272, -0.568], [-0.696, 1.930, 0.143], [-5.648, -4.301, -6.713], [-6.691, -4.372, -5.761], [-6.478, -5.342, -4.742], [-6.331, -4.674, -3.393], [-5.083, -3.928, -3.318], [-4.952, -3.090, -2.129], [-5.906, -1.910, -1.989], [-5.713, -0.899, -2.962], [-6.438, -1.060, -4.166], [-5.951, -3.589, -7.479], [-4.711, -3.954, -6.264], [-5.478, -5.273, -7.187], [-5.604, -5.960, -4.964], [-7.356, -5.995, -4.722], [-6.334, -5.440, -2.613], [-7.211, -4.032, -3.243], [-5.007, -3.340, -4.138], [-3.934, -2.695, -2.123], [-5.047, -3.724, -1.242], [-5.696, -1.439, -1.025], [-6.957, -2.220, -1.963], [-7.391, -1.570, -4.003], [-5.860, -1.606, -4.917], [-6.639, -0.065, -4.565]]}